1.
Density functional theory data (ωB97M-V with the def2-TZVPD basis set) for a structure of composition C2HBr2ClF2 in a non-equilibrium geometry.

Positions of all 8 atoms, in Å:
C  0.727  1.337  1.617
C  -0.272  -1.062  -1.339
F  -0.123  0.987  2.525
F  0.675  -1.933  -1.474
Cl  1.023  0.197  0.412
Br  -0.938  -0.368  -3.002
Br  -1.652  -1.611  -0.133
H  0.561  2.453  1.393

Values from the calculation:
Highest occupied orbital energy (alpha / beta) (eV): -8.59 / -8.69
Electronic energy (eV): -160128.0954
Energy above the lowest of the compared OMol25 structures with the same formula, charge and spin (kJ/mol): 356.2
Total charge: 0

These are the Löwdin partial charges, in e, on atoms 1 to 6: -0.62 -1.38 -0.03 -0.09 0.75 0.64

=====

2.
Density functional theory data (ωB97M-V with the def2-TZVPD basis set) for a structure of composition C10H10Br2Ti in a non-equilibrium geometry.

Positions of all 23 atoms, in Å:
C  -1.951  -0.818  -1.228
C  -1.575  -1.361  0.037
C  -1.372  -0.268  0.915
H  -1.563  -2.386  0.328
C  -1.477  0.957  0.172
C  -1.851  0.596  -1.184
H  -2.052  1.255  -2.023
H  -2.345  -1.385  -2.053
H  -1.263  -0.427  1.989
H  -1.371  1.953  0.540
Ti  0.204  -0.291  -0.641
Br  0.588  -1.960  -2.230
C  2.563  0.699  -4.276
C  1.445  1.500  -4.737
C  0.453  0.619  -5.256
H  1.382  2.585  -4.685
C  0.934  -0.721  -5.123
C  2.236  -0.667  -4.536
H  2.883  -1.516  -4.307
H  3.459  1.061  -3.805
H  -0.517  0.907  -5.682
H  0.375  -1.624  -5.401
Br  1.571  -0.309  1.231

Values from the calculation:
Expectation value of S²: 2.006
Multiplicity: 3
Highest occupied orbital energy (alpha / beta) (eV): 0.94 / 0.43
Electronic energy (eV): -173732.4384
Total charge: -2

These are the Löwdin partial charges, in e, on atoms 1 to 6: -0.30 -0.30 -0.34 0.09 -0.25 -0.21

=====

3.
Density functional theory data (ωB97M-V with the def2-TZVPD basis set) for the molecule C4H4BrNO in a non-equilibrium geometry.

Positions of all 11 atoms, in Å:
C  -0.980  -0.477  1.561
C  -0.150  0.487  -0.281
C  0.268  -1.553  0.054
C  0.680  1.403  -1.054
N  -0.779  0.595  0.825
O  -0.449  -1.685  1.152
Br  0.283  -2.978  -1.108
H  -1.470  -0.395  2.526
H  1.713  0.900  -1.210
H  0.246  1.421  -2.011
H  0.638  2.281  -0.453

Values from the calculation:
Highest occupied orbital energy (alpha / beta) (eV): -7.54 / -7.55
Electronic energy (eV): -77787.9847
Energy above the lowest of the compared OMol25 structures with the same formula, charge and spin (kJ/mol): 429.1
Total charge: 0

These are the Löwdin partial charges, in e, on atoms 1 to 6: -0.19 -0.16 -0.64 -0.06 0.05 -0.10

=====

4.
Density functional theory data (ωB97M-V with the def2-TZVPD basis set) for a cluster of 11 separate species, C22H55N11O11 in total in a non-equilibrium geometry.

Positions of all 99 atoms, in Å:
O  1.008  -1.081  3.670
C  1.191  -2.169  4.220
N  1.787  -3.162  3.585
C  0.631  -2.483  5.631
H  1.831  -3.974  4.166
H  1.946  -3.154  2.585
H  0.146  -1.576  6.005
H  1.497  -2.822  6.242
H  -0.153  -3.252  5.524
O  1.660  4.183  -2.084
C  2.574  4.004  -1.245
N  3.281  2.876  -1.247
C  2.897  5.013  -0.156
H  2.890  2.106  -1.784
H  3.866  2.563  -0.492
H  2.044  5.336  0.476
H  3.085  6.003  -0.662
H  3.746  4.720  0.421
O  -1.440  -1.641  -3.579
C  -1.783  -0.592  -4.020
N  -0.975  0.147  -4.882
C  -3.150  0.001  -3.771
H  0.013  -0.170  -4.947
H  -1.286  1.075  -5.147
H  -3.125  0.780  -2.995
H  -3.712  -0.821  -3.436
H  -3.568  0.464  -4.627
O  -2.089  2.992  -4.687
C  -1.060  3.560  -4.238
N  -0.997  3.876  -2.942
C  0.120  3.618  -5.064
H  -0.177  4.379  -2.503
H  -1.901  3.738  -2.463
H  0.726  2.842  -4.635
H  0.564  4.635  -5.163
H  -0.085  3.272  -6.084
O  -2.644  -0.557  1.735
C  -3.678  -0.283  1.058
N  -4.247  0.921  1.162
C  -4.259  -1.316  0.115
H  -3.811  1.706  1.587
H  -5.105  1.081  0.667
H  -5.123  -0.997  -0.587
H  -4.507  -2.222  0.582
H  -3.409  -1.569  -0.591
O  1.442  -3.658  0.871
C  1.416  -3.976  -0.285
N  0.288  -3.672  -1.010
C  2.541  -4.795  -0.938
H  0.204  -3.891  -1.980
H  -0.347  -3.011  -0.629
H  3.569  -4.416  -0.731
H  2.402  -4.706  -2.012
H  2.474  -5.832  -0.617
O  2.666  3.664  3.154
C  2.479  2.855  4.039
N  1.587  1.838  3.829
C  3.090  2.949  5.411
H  1.582  1.651  2.829
H  1.666  1.002  4.407
H  3.195  4.039  5.518
H  4.054  2.470  5.362
H  2.459  2.461  6.213
O  2.290  0.350  -1.412
C  1.111  0.340  -1.085
N  0.599  -0.427  -0.149
C  0.145  1.212  -1.841
H  -0.365  -0.344  0.145
H  1.117  -0.936  0.511
H  0.468  2.228  -1.605
H  -0.862  1.118  -1.465
H  0.372  0.972  -2.927
O  3.241  -2.693  -4.599
C  2.078  -2.804  -4.441
N  1.377  -1.867  -3.735
C  1.194  -3.798  -5.289
H  0.363  -2.064  -3.570
H  1.940  -1.358  -3.061
H  1.282  -4.743  -4.831
H  1.536  -3.827  -6.341
H  0.133  -3.464  -5.210
O  -2.623  3.581  1.843
C  -1.479  3.348  2.157
N  -1.060  3.563  3.407
C  -0.509  2.844  1.184
H  -1.715  3.979  4.036
H  -0.183  3.216  3.783
H  -0.168  3.727  0.617
H  -0.963  2.177  0.459
H  0.335  2.277  1.595
O  -2.103  -5.504  3.934
C  -2.220  -4.343  3.667
N  -1.456  -3.764  2.743
C  -3.239  -3.416  4.361
H  -0.659  -4.246  2.293
H  -1.552  -2.816  2.436
H  -3.252  -3.725  5.414
H  -4.218  -3.463  3.900
H  -2.947  -2.353  4.244

Values from the calculation:
Highest occupied orbital energy (eV): -9.53
Electronic energy (eV): -62626.7608
Energy above the lowest of the compared OMol25 structures with the same formula, charge and spin (kJ/mol): 72.2
Total charge: 0

These are the Löwdin partial charges, in e, on atoms 1 to 6: -0.02 -0.60 0.17 0.00 0.11 0.07

=====

5.
Density functional theory data (ωB97M-V with the def2-TZVPD basis set) for a structure of composition C25H18BrCl2ILiN6O3 in a non-equilibrium geometry.

Positions of all 57 atoms, in Å:
Li  0.326  -1.061  0.341
Cl  -5.027  0.229  -4.099
C  -3.491  -0.136  -3.388
C  -3.375  -0.373  -2.033
C  -2.080  -0.647  -1.483
N  -1.802  -0.852  -0.155
C  -2.717  -0.592  0.808
O  -3.938  -0.412  0.673
C  -2.153  -0.501  2.190
C  -3.014  -0.331  3.305
C  -2.511  -0.424  4.613
C  -1.168  -0.665  4.798
C  -0.377  -0.817  3.668
N  -0.840  -0.717  2.413
C  -0.918  -0.739  -2.368
C  -1.139  -0.603  -3.758
C  -2.424  -0.342  -4.274
Cl  -2.660  -0.399  -5.967
N  0.266  -0.941  -1.760
C  1.390  -0.891  -2.464
O  1.580  -1.169  -3.655
C  2.548  -0.560  -1.646
C  3.804  -0.473  -2.323
C  4.890  -0.146  -1.552
C  4.699  0.148  -0.210
C  3.454  -0.080  0.378
N  2.349  -0.367  -0.347
H  -4.202  -0.238  -1.340
H  -4.100  -0.115  3.124
H  -3.128  -0.270  5.480
H  -0.796  -0.788  5.805
H  0.670  -1.070  3.695
H  -0.259  -0.833  -4.420
H  3.895  -0.732  -3.423
H  5.892  -0.029  -1.992
H  5.516  0.476  0.433
H  3.247  0.122  1.424
Br  1.201  5.005  -2.945
C  0.590  5.232  -1.173
C  0.664  6.438  -0.497
C  0.156  6.471  0.810
C  -0.371  5.292  1.339
N  -0.368  4.131  0.716
C  0.013  4.116  -0.552
H  1.022  7.334  -1.010
H  0.100  7.399  1.381
H  -0.722  5.210  2.341
H  0.011  3.149  -1.032
N  -0.754  -4.403  1.318
C  0.518  -4.056  0.986
O  0.820  -2.863  0.639
C  1.487  -5.181  0.811
I  1.790  -6.557  2.407
H  -1.412  -3.581  1.397
H  -0.889  -5.174  1.987
H  2.523  -4.816  0.635
H  1.219  -5.811  -0.046

Values from the calculation:
Highest occupied orbital energy (eV): -3.15
Electronic energy (eV): -144697.6255
Total charge: -1

These are the Löwdin partial charges, in e, on atoms 1 to 6: 0.59 0.60 -0.72 -0.05 -0.20 0.04

=====

6.
Density functional theory data (ωB97M-V with the def2-TZVPD basis set) for a structure of composition C4H5EuLiO3 in a non-equilibrium geometry.

Positions of all 14 atoms, in Å:
Eu  0.745  2.336  0.333
O  1.226  -0.267  -0.177
C  2.470  -0.990  -0.233
H  2.623  -1.559  0.690
H  2.427  -1.655  -1.101
H  3.237  -0.220  -0.348
C  -2.785  -0.041  -0.307
C  -1.464  -0.218  -0.197
O  -0.749  0.526  0.712
C  0.119  -0.921  0.140
O  0.021  -2.126  0.268
Li  -1.877  -2.531  0.553
H  -3.370  -0.860  -0.730
H  -3.139  0.972  -0.092

Values from the calculation:
Expectation value of S²: 20.008
Multiplicity: 9
Highest occupied orbital energy (alpha / beta) (eV): -8.49 / -12.16
Electronic energy (eV): -29894.7489
Total charge: +1

These are the Löwdin partial charges, in e, on atoms 1 to 6: 1.19 -0.23 0.00 0.11 0.11 0.09

=====

7.
Density functional theory data (ωB97M-V with the def2-TZVPD basis set) for the molecule C3H7N5 in a non-equilibrium geometry.

Positions of all 15 atoms, in Å:
C  1.482  2.010  -0.891
C  0.231  0.734  0.160
C  0.424  -1.895  0.279
N  1.457  0.802  -0.294
N  0.341  2.658  -0.833
N  -0.471  1.818  -0.159
N  -1.710  -0.797  0.555
N  -0.335  -0.801  0.797
H  2.352  2.381  -1.393
H  0.082  -2.233  -0.710
H  1.468  -1.600  0.229
H  0.310  -2.713  0.996
H  -1.427  2.060  0.037
H  -1.997  -1.428  -0.189
H  -2.208  -0.996  1.416

Values from the calculation:
Highest occupied orbital energy (eV): -8.94
Electronic energy (eV): -10672.5048
Energy above the lowest of the compared OMol25 structures with the same formula, charge and spin (kJ/mol): 240.8
Total charge: 0

These are the Löwdin partial charges, in e, on atoms 1 to 6: -0.24 -0.22 -0.13 0.09 0.04 0.04

=====

8.
Density functional theory data (ωB97M-V with the def2-TZVPD basis set) for a cluster of 2 separate species, C8H5N2PS in total in a non-equilibrium geometry.

Positions of all 17 atoms, in Å:
C  -2.012  -2.394  1.062
C  -2.703  0.372  -1.607
C  2.476  0.180  0.144
C  1.788  -0.424  -0.881
C  1.756  0.851  1.121
C  0.439  -0.335  -1.001
C  0.404  0.881  1.055
C  -0.301  0.280  -0.009
N  -1.671  -3.454  1.295
N  -3.108  0.567  -2.694
P  -2.072  0.414  0.060
S  -2.747  1.993  0.946
H  3.493  0.042  0.046
H  2.443  -0.922  -1.651
H  2.094  1.358  2.002
H  -0.056  -0.818  -1.785
H  -0.220  1.409  1.899

Values from the calculation:
Highest occupied orbital energy (alpha / beta) (eV): -10.07 / -10.07
Electronic energy (eV): -31476.5992
Energy above the lowest of the compared OMol25 structures with the same formula, charge and spin (kJ/mol): 0.0
Total charge: 0

These are the Löwdin partial charges, in e, on atoms 1 to 6: -0.30 -0.38 -0.04 -0.07 -0.07 -0.08